1.
# C56H52N6O2PSr

C56H52N6O2PSr as an isolated structure in a non-equilibrium geometry (the ωB97M-V functional and the def2-TZVPD basis, the Open Molecules 2025 dataset).

```
118
Properties=species:S:1:pos:R:3:forces:R:3:lowdin_charge:R:1
Sr 0.51672 0.48654 0.40060 -1.197 -0.473 0.675 1.486
C -4.43112 1.57388 6.60265 0.037 0.022 -0.044 -0.082
C -3.67084 2.65088 6.16169 -0.029 -0.067 -0.008 -0.069
C -2.79762 2.49949 5.09287 -0.015 0.021 -0.008 -0.033
C -2.67143 1.27146 4.44774 -0.024 -0.142 -0.165 -0.220
C -3.43458 0.19867 4.90156 -0.045 -0.051 0.055 -0.050
C -4.31051 0.34441 5.97011 0.054 0.037 -0.042 -0.068
C -1.72057 1.09925 3.29700 0.041 0.009 -0.034 -0.067
C -0.56166 0.32311 3.57243 0.086 0.136 0.038 -0.242
C -0.25950 -0.28137 4.87143 -0.059 0.024 -0.083 0.015
C 0.97957 -0.80882 4.78502 0.029 -0.068 -0.057 0.017
C 1.47716 -0.50003 3.44769 0.297 0.096 0.053 -0.240
N 0.48464 0.11551 2.74113 -0.076 0.358 0.647 -0.043
C 2.82695 -0.57567 3.07293 -0.258 0.082 0.080 -0.064
C 3.44950 0.08491 1.96411 0.076 0.098 0.161 -0.291
C 4.85562 0.38603 1.87229 0.021 -0.167 0.020 -0.017
C 5.01815 1.22483 0.80182 -0.064 0.011 -0.120 -0.003
C 3.71925 1.43033 0.22124 0.070 -0.040 -0.071 -0.261
C 3.45309 2.28123 -0.89183 -0.241 0.013 0.014 -0.069
C 4.65909 2.85416 -1.57031 0.012 -0.067 0.002 -0.231
C 5.17044 4.09336 -1.19555 0.013 -0.003 -0.021 -0.025
C 6.29820 4.60750 -1.82351 -0.029 -0.052 -0.021 -0.068
C 6.92263 3.88937 -2.83574 -0.039 0.007 0.039 -0.085
C 6.41420 2.65587 -3.21898 -0.049 0.011 0.039 -0.078
C 5.28871 2.14189 -2.58623 0.074 -0.031 -0.053 -0.038
C 2.20875 2.68882 -1.39480 0.173 0.027 0.105 -0.253
N 0.99470 2.41151 -0.83260 0.185 0.884 -0.155 -0.050
C 0.05407 3.14781 -1.46333 0.134 0.053 0.109 -0.233
C -1.28700 3.33196 -1.01242 0.049 -0.095 0.084 -0.062
C -2.10522 4.33844 -1.76392 0.011 -0.131 -0.042 -0.237
C -2.91828 3.93932 -2.81828 -0.085 0.024 -0.058 -0.039
C -3.67692 4.86776 -3.52191 0.057 -0.020 0.051 -0.079
C -3.62533 6.20962 -3.17254 0.031 0.009 0.049 -0.085
C -2.81640 6.61825 -2.11780 -0.017 -0.074 -0.047 -0.070
C -2.06001 5.68689 -1.41885 -0.014 0.019 -0.027 -0.030
C -1.86173 2.78844 0.14687 0.075 0.137 -0.056 -0.230
C -3.13866 3.20914 0.72269 0.055 -0.015 -0.060 0.015
C -3.24240 2.61023 1.92537 0.080 -0.051 0.022 -0.002
C -2.03676 1.79508 2.10569 0.091 0.125 0.220 -0.235
N -1.27027 1.89760 0.99047 -0.415 0.546 0.485 -0.040
C 0.67997 3.87021 -2.56364 -0.050 -0.005 0.036 0.005
C 2.00757 3.59126 -2.51581 -0.051 -0.015 0.059 0.007
N 2.80333 0.69234 0.92562 0.671 0.328 0.112 -0.073
C 3.75348 -1.23242 4.05179 0.011 -0.045 -0.082 -0.235
C 4.41561 -0.48777 5.02594 -0.009 0.006 -0.003 -0.038
C 5.26463 -1.10811 5.93179 -0.019 -0.078 -0.037 -0.067
C 5.46279 -2.48388 5.87563 -0.022 0.081 -0.012 -0.083
C 4.80539 -3.23399 4.91192 -0.030 0.056 -0.019 -0.079
C 3.95638 -2.60705 4.00650 0.029 -0.084 0.029 -0.040
H -5.11244 1.69105 7.43551 0.015 0.014 -0.008 0.104
H -3.75651 3.61088 6.65467 0.009 -0.008 -0.010 0.105
H -2.20303 3.33876 4.75156 -0.004 -0.005 0.012 0.124
H -3.34030 -0.76578 4.41540 0.000 0.032 0.018 0.099
H -4.89571 -0.50292 6.30614 0.010 0.025 -0.008 0.106
H -0.90240 -0.26678 5.73697 0.023 0.012 -0.019 0.113
H 1.53769 -1.30386 5.56422 -0.009 0.015 -0.011 0.116
H 5.61560 0.05820 2.56548 -0.028 0.013 -0.033 0.111
H 5.93295 1.69835 0.47823 -0.025 -0.038 0.002 0.116
H 4.67868 4.65339 -0.40835 0.016 -0.016 -0.017 0.127
H 6.68861 5.57173 -1.52403 -0.009 -0.013 0.003 0.107
H 7.79999 4.29160 -3.32522 -0.008 -0.002 0.004 0.104
H 6.89214 2.09599 -4.01301 0.001 0.000 0.006 0.102
H 4.87766 1.18451 -2.89007 -0.003 0.028 0.006 0.099
H -2.96522 2.88840 -3.08197 0.000 0.015 0.007 0.112
H -4.30964 4.54038 -4.33740 0.006 0.019 0.010 0.102
H -4.21608 6.93463 -3.71736 0.009 0.001 0.013 0.103
H -2.77534 7.66366 -1.83917 -0.001 -0.019 -0.005 0.106
H -1.42843 6.00117 -0.59614 -0.009 0.000 -0.012 0.126
H -3.83749 3.89181 0.26456 0.021 -0.006 0.011 0.118
H -4.04889 2.70273 2.63617 0.033 0.007 -0.013 0.119
H 0.17167 4.53541 -3.24522 0.020 -0.007 0.022 0.111
H 2.78550 3.98195 -3.15383 -0.026 0.009 0.014 0.113
H 4.25385 0.58312 5.07421 0.006 -0.021 -0.002 0.128
H 5.76819 -0.51862 6.68746 -0.007 -0.008 -0.015 0.107
H 6.12253 -2.96751 6.58418 -0.008 0.010 -0.004 0.104
H 4.94511 -4.30680 4.86803 0.002 0.015 0.002 0.103
H 3.42734 -3.19660 3.26458 0.010 0.008 0.009 0.107
C -4.94106 -0.05129 0.40542 -0.060 0.006 -0.053 -0.070
C -4.18815 -0.83777 1.47251 0.060 0.002 0.043 -0.379
C -5.15486 -1.66385 2.32423 -0.080 -0.052 -0.008 -0.054
C -3.09403 -1.72534 0.91584 -0.012 -0.071 -0.053 -0.182
C -3.15342 -2.23478 -0.38046 0.049 -0.029 -0.008 -0.018
C -2.18467 -3.10621 -0.85394 -0.035 0.039 -0.019 -0.054
C -1.10932 -3.47875 -0.05844 0.097 -0.087 0.075 -0.300
C -0.06847 -4.43581 -0.57967 0.006 0.000 0.015 -0.050
C -1.03221 -2.95999 1.23093 0.027 0.007 -0.085 -0.041
C -2.01715 -2.10685 1.71716 -0.027 0.057 -0.155 -0.017
H -5.57615 0.70253 0.87325 0.009 -0.029 0.011 0.084
H -5.59290 -0.69884 -0.18717 0.021 0.003 0.002 0.078
H -4.25865 0.46755 -0.27169 0.007 0.005 0.034 0.078
H -3.70177 -0.11411 2.12839 -0.024 -0.037 0.023 0.095
H -5.68982 -2.38681 1.70195 0.015 0.016 0.019 0.087
H -5.89227 -1.01778 2.80661 0.033 -0.018 -0.018 0.085
H -4.62976 -2.22223 3.10239 -0.012 0.021 -0.031 0.073
H -3.97651 -1.95991 -1.02800 0.008 -0.008 0.012 0.108
H -2.27438 -3.50884 -1.85901 -0.003 -0.006 0.017 0.112
H 0.66876 -4.68041 0.18771 -0.012 0.015 -0.024 0.078
H 0.46239 -4.02577 -1.44865 -0.030 -0.010 0.044 0.044
H -0.51689 -5.37433 -0.90886 -0.017 0.003 0.009 0.089
H -0.19399 -3.23591 1.86493 -0.071 0.009 0.057 0.114
H -1.94125 -1.72760 2.73079 -0.005 -0.038 -0.057 0.104
N 3.90853 -1.61098 -0.60768 0.079 -0.369 0.222 0.152
C 2.67355 -2.41355 -0.94760 0.454 0.129 0.312 -0.148
P 1.64463 -1.31226 -1.97687 -0.086 0.442 -0.289 0.405
O 2.62653 -0.27413 -2.43562 -0.194 0.075 -0.113 -0.317
O 0.33477 -0.95903 -1.34036 0.463 -1.204 -1.385 -0.483
C 1.16119 -2.05679 -3.57448 -0.185 -0.079 -0.402 -0.160
N 0.64634 -0.81438 -4.27847 -0.065 -0.153 -0.111 0.153
H 3.81273 -1.12159 0.30974 -0.047 -0.096 -0.054 0.103
H 4.01671 -0.84816 -1.29921 -0.162 0.014 -0.147 0.114
H 4.75076 -2.18343 -0.58161 -0.050 0.030 0.057 0.170
H 2.17123 -2.69676 -0.02416 -0.003 -0.033 -0.025 0.100
H 2.95672 -3.31113 -1.49494 0.078 -0.020 0.063 0.112
H 0.35919 -2.79016 -3.53055 0.007 0.027 -0.029 0.103
H 2.00627 -2.41795 -4.15518 0.002 -0.077 0.030 0.112
H -0.24625 -0.52043 -3.87077 0.032 -0.008 0.049 0.165
H 0.53251 -0.94592 -5.28337 -0.059 -0.027 0.040 0.172
H 1.32355 -0.05353 -4.10835 0.126 0.025 0.092 0.145
```
Forces are in eV/Å.

Values from the calculation:
gap between HOMO and LUMO: 5.55 eV
multiplicity: 1
relative energy (zero: lowest compared OMol25 entry of this formula, charge and spin): 36.5 kcal/mol
net charge: +1
M: 959.7 g/mol
lowest unoccupied orbital energy: -3.0 eV
highest occupied orbital energy: -0.3137 hartree

---

2.
# C56H56IN8O16

A 8-piece molecular cluster, C56H56IN8O16 overall in a non-equilibrium geometry (the ωB97M-V functional and the def2-TZVPD basis, the Open Molecules 2025 dataset).

```
137
Properties=species:S:1:pos:R:3:forces:R:3:lowdin_charge:R:1
C -5.63362 -0.31898 -4.17522 -0.591 -0.899 -0.872 -0.168
C -6.87042 0.36473 -3.34695 -0.191 -0.514 0.140 -0.721
I -6.82965 2.53031 -3.83414 -0.193 -0.912 0.378 0.793
C -6.77172 0.25259 -1.71730 0.282 1.100 -0.102 -0.185
C -7.22920 -1.17955 -1.07509 0.325 2.017 0.515 -0.304
O -6.75356 -1.46399 0.31970 -0.087 1.450 -2.518 -0.010
N -8.72062 -0.90914 -0.78052 -0.168 0.103 0.760 0.038
C -9.24335 -2.24814 -0.22204 -2.257 -0.832 -1.248 -0.079
C -8.28166 -3.42058 -0.92800 -0.412 0.821 0.032 -0.037
C -7.34397 -2.52678 -1.98767 -0.576 -2.722 1.512 -0.324
O -8.19401 -2.55860 -3.19078 -0.043 1.983 1.198 -0.065
C -6.01581 -3.34071 -2.48079 1.010 -0.564 0.205 -0.092
C -4.73008 -3.29832 -1.47458 3.657 -0.908 2.878 -0.128
C -3.87237 -1.97949 -1.01363 1.211 -2.992 1.282 -0.036
C -2.55173 -2.04592 -0.00233 -2.041 -4.234 -1.038 -0.031
C -2.02601 -3.52420 0.56676 -3.406 0.237 -2.561 -0.026
C -2.86040 -4.88913 0.11505 -1.164 3.839 -1.444 -0.050
C -4.17912 -4.75894 -0.87257 2.113 2.819 1.067 -0.023
H -5.09894 0.41095 -4.93180 -1.200 -1.369 1.832 0.073
H -4.83619 -0.80712 -3.47366 -1.548 0.998 -1.274 0.069
H -6.11920 -1.17269 -4.85332 1.185 1.734 1.527 0.093
H -7.94724 -0.00166 -3.70345 2.570 0.732 0.614 0.087
H -5.70121 0.62680 -1.39165 -2.138 -1.083 -0.556 0.131
H -7.52886 1.06764 -1.28284 1.711 -1.650 -0.845 0.108
H -6.42019 -0.61051 0.72942 -0.313 -1.350 -0.947 0.145
H -9.16762 -0.53686 -1.64809 0.115 -0.815 0.645 0.170
H -8.90537 -0.14064 -0.07577 0.835 -1.051 -0.819 0.197
H -9.32218 -2.22698 0.94426 0.518 0.012 -2.452 0.154
H -10.34776 -2.23289 -0.67503 2.242 -0.627 1.308 0.151
H -7.72498 -4.00356 -0.06779 -1.053 1.127 -2.085 0.151
H -8.93153 -4.05864 -1.68602 1.435 0.928 2.172 0.147
H -9.13268 -2.26332 -3.00627 1.529 -0.631 -0.179 0.118
H -6.34153 -4.48582 -2.57260 0.639 2.618 0.362 0.118
H -5.66916 -3.04448 -3.58447 -1.015 -0.313 2.560 0.126
H -4.16416 -0.91641 -1.40397 0.598 -2.301 0.803 0.052
H -1.98386 -1.07299 0.31642 -1.289 -2.075 -0.806 0.081
H -1.06075 -3.60296 1.26492 -2.455 0.242 -1.750 0.072
H -2.49487 -5.96353 0.48267 -0.964 2.714 -0.929 0.097
H -4.70405 -5.76960 -1.17330 1.037 2.343 0.589 0.084
C 2.30955 1.98444 1.91155 -0.066 -0.122 0.042 -0.049
C 1.71735 1.72220 3.14795 -0.023 -0.292 -0.254 -0.055
C 1.15094 0.47147 3.40141 -0.014 -0.021 0.011 0.001
C 1.18739 -0.51534 2.40660 0.372 0.795 -0.157 -0.148
C 1.77442 -0.25225 1.16176 -0.016 0.025 0.080 0.003
C 2.33511 1.00327 0.91895 -0.299 -0.193 0.281 -0.056
N 0.61632 -1.84041 2.67594 -0.407 -0.687 0.630 -0.312
O 0.08913 -2.02802 3.78254 0.712 0.102 -1.733 0.060
O 0.69767 -2.69654 1.78348 -0.067 0.968 1.148 0.016
H 2.75490 2.95932 1.72058 -0.073 -0.192 0.060 0.111
H 1.70002 2.49251 3.91599 0.002 -0.222 -0.117 0.104
H 0.69328 0.28280 4.37007 0.119 -0.149 -0.277 0.115
H 1.80526 -1.00728 0.37899 -0.089 0.049 0.322 0.118
H 2.79586 1.21626 -0.04313 -0.348 -0.151 0.463 0.068
C 2.59405 4.96501 8.77615 0.053 -0.027 -0.150 -0.067
C 2.20716 6.06200 8.00474 0.196 -0.278 -0.228 -0.066
C 2.52944 6.11141 6.64713 -0.011 -0.021 0.004 -0.001
C 3.23873 5.04977 6.06868 -0.216 -0.040 0.968 -0.143
C 3.63507 3.95086 6.84248 -0.004 0.008 -0.049 0.006
C 3.30947 3.91402 8.19979 -0.122 0.306 -0.215 -0.057
N 3.55835 5.08398 4.63650 0.097 0.388 -1.008 -0.306
O 3.20702 6.08216 3.99003 0.578 -1.607 0.842 0.069
O 4.15716 4.11150 4.15508 -0.915 1.166 0.555 0.023
H 2.33556 4.92837 9.83306 0.069 0.013 -0.224 0.110
H 1.65111 6.87793 8.46147 0.135 -0.149 -0.156 0.110
H 2.22065 6.97326 6.05959 0.169 -0.308 -0.019 0.119
H 4.19024 3.12240 6.40753 -0.155 0.259 -0.049 0.119
H 3.61000 3.06391 8.80826 -0.032 0.157 -0.209 0.113
C 8.21385 -0.65853 -2.81855 -0.123 0.068 0.031 -0.063
C 7.42313 -0.35449 -3.92781 -0.166 0.126 0.344 -0.060
C 6.21421 0.32373 -3.76074 0.010 0.013 0.029 0.002
C 5.80714 0.69846 -2.47286 0.812 -0.457 -0.126 -0.138
C 6.59528 0.38772 -1.35673 -0.007 0.012 -0.008 0.005
C 7.80094 -0.29338 -1.53607 -0.254 0.105 -0.304 -0.059
N 4.54970 1.43403 -2.29323 -0.737 0.485 -0.016 -0.285
O 3.87132 1.67345 -3.30327 1.031 -0.409 1.598 0.052
O 4.24058 1.77704 -1.14308 0.628 -0.254 -1.910 0.037
H 9.15841 -1.18251 -2.95440 -0.210 0.109 0.031 0.112
H 7.75099 -0.64371 -4.92401 -0.128 0.089 0.207 0.112
H 5.60944 0.55334 -4.63532 0.028 0.038 0.346 0.119
H 6.28903 0.66818 -0.35110 -0.080 0.025 -0.328 0.122
H 8.42131 -0.53651 -0.67626 -0.184 0.085 -0.156 0.113
C -6.34337 -5.95554 -5.17550 0.073 -0.007 -0.206 -0.083
C -6.73026 -4.85856 -5.94691 0.234 -0.302 -0.159 -0.076
C -6.40798 -4.80915 -7.30451 0.052 -0.090 -0.024 0.004
C -5.69870 -5.87078 -7.88297 -0.260 -0.029 1.051 -0.136
C -5.30236 -6.96970 -7.10917 -0.049 0.089 -0.033 0.008
C -5.62796 -7.00654 -5.75186 -0.128 0.322 -0.172 -0.060
N -5.37908 -5.83658 -9.31515 0.376 0.016 -1.625 -0.323
O -5.73040 -4.83840 -9.96161 0.511 -1.480 1.041 0.067
O -4.78027 -6.80905 -9.79657 -0.915 1.482 0.804 0.072
H -6.60186 -5.99219 -4.11859 0.041 -0.053 -0.232 0.087
H -7.28632 -4.04262 -5.49018 0.080 -0.123 -0.122 0.091
H -6.71678 -3.94729 -7.89206 0.168 -0.328 -0.053 0.120
H -4.74718 -7.79816 -7.54412 -0.161 0.321 -0.092 0.123
H -5.32743 -7.85665 -5.14338 -0.039 0.158 -0.187 0.111
C 7.43610 5.29417 1.58340 0.151 -0.024 0.148 -0.070
C 6.76078 4.80176 2.70125 0.330 0.069 -0.109 -0.065
C 7.44549 4.60493 3.90201 0.097 0.052 -0.032 0.005
C 8.81165 4.91027 3.97373 -0.527 0.142 -0.870 -0.142
C 9.49380 5.39746 2.85089 -0.033 -0.010 0.036 -0.003
C 8.79900 5.58749 1.65473 -0.193 -0.143 0.319 -0.071
N 9.53131 4.72963 5.24019 0.702 -0.169 1.217 -0.327
O 8.89708 4.27858 6.20560 0.940 0.654 -1.398 0.059
O 10.73017 5.04221 5.27280 -1.754 -0.480 -0.030 0.062
H 6.89670 5.45131 0.65090 0.103 -0.033 0.191 0.106
H 5.69888 4.57407 2.63740 0.334 0.060 0.090 0.081
H 6.90485 4.22056 4.76418 0.295 0.104 -0.113 0.111
H 10.55505 5.63384 2.89115 -0.280 -0.114 0.212 0.119
H 9.31893 5.96812 0.77836 -0.052 -0.073 0.223 0.107
C 1.43292 3.12118 -4.55141 -0.045 0.001 0.048 -0.067
C 1.73735 3.22150 -5.90986 -0.428 0.175 0.127 -0.058
C 0.83122 3.81942 -6.78782 -0.039 0.024 0.042 0.001
C -0.38040 4.31989 -6.29157 0.654 -0.421 0.595 -0.146
C -0.69192 4.21360 -4.92954 0.027 -0.012 -0.016 -0.007
C 0.22098 3.61104 -4.06167 0.033 0.064 -0.518 -0.065
N -1.32598 4.97235 -7.20516 -0.788 0.593 -0.972 -0.328
O -1.02243 5.02991 -8.40610 -0.500 -0.084 1.829 0.064
O -2.37120 5.43178 -6.72301 1.420 -0.659 -0.688 0.054
H 2.14507 2.65920 -3.86978 -0.292 0.193 -0.239 0.070
H 2.68329 2.83601 -6.28424 -0.218 0.096 0.043 0.109
H 1.08334 3.88996 -7.84367 -0.266 0.103 0.233 0.119
H -1.63073 4.59329 -4.53176 0.193 -0.004 -0.323 0.115
H -0.01029 3.52648 -3.00214 0.016 0.049 -0.223 0.106
C 3.36618 -5.10798 7.27890 -0.007 0.139 -0.018 -0.071
C 4.60802 -4.47115 7.25835 -0.327 0.237 -0.041 -0.065
C 4.68084 -3.08379 7.11930 -0.059 0.014 0.004 0.001
C 3.49814 -2.34010 7.00567 -0.041 -1.001 0.099 -0.143
C 2.25039 -2.97762 7.01826 0.037 0.016 0.009 0.000
C 2.19034 -4.36591 7.15500 0.370 0.203 -0.005 -0.064
N 3.56711 -0.87890 6.88484 0.204 1.240 -0.117 -0.323
O 4.69024 -0.35394 6.85852 -1.718 -0.689 0.029 0.060
O 2.49890 -0.25374 6.82032 1.469 -0.759 0.054 0.046
H 3.31426 -6.18938 7.39319 0.013 0.230 -0.030 0.109
H 5.52005 -5.05648 7.35395 -0.175 0.183 -0.028 0.110
H 5.65629 -2.60250 7.10516 -0.350 0.071 -0.006 0.120
H 1.32482 -2.41321 6.92601 0.356 0.030 0.000 0.117
H 1.22643 -4.86982 7.16894 0.187 0.169 -0.016 0.109
```
Forces are in eV/Å.

Values from the calculation:
gap between HOMO and LUMO: 7.39 eV
multiplicity: 1
net charge: +1
M: 1224.0 g/mol
lowest unoccupied orbital energy: -3.3 eV
highest occupied orbital energy: -0.3943 hartree